# 1
Density functional theory data (ωB97M-V/def2-TZVPD) for a 2-piece molecular cluster, C2H12N4 overall.

Atoms and positions in Å:
N -3.317647 1.619587 3.223652
C -2.492788 0.456176 3.008900
N -1.252713 0.655628 2.191708
H -4.247899 1.571450 2.844837
H -3.311741 1.918098 4.200017
H -2.087668 -0.078449 3.948234
H -3.110619 -0.219369 2.431639
H -1.553669 1.425781 1.595417
H -1.123191 -0.064960 1.487840
N 1.406769 -0.897348 -2.221266
C 2.712718 -1.155540 -2.815744
N 3.360834 -0.062079 -3.536941
H 1.643091 -0.623417 -1.260078
H 0.849717 -1.713193 -1.959261
H 3.483760 -1.270496 -2.060755
H 2.665866 -2.164473 -3.242580
H 3.377980 -0.241286 -4.526074
H 2.997200 0.843892 -3.309543

Atomic forces in eV per Å
N 1.23 0.45 0.95
C 0.78 -2.03 0.29
N -0.73 1.59 -0.36
H 0.03 -0.21 0.13
H -0.19 0.02 -0.68
H -1.22 0.99 -1.07
H -0.25 -0.70 0.25
H 0.53 0.40 0.04
H -0.19 -0.51 0.44
N -0.09 0.67 1.70
C 1.07 -0.77 1.28
N -0.30 -1.06 -1.00
H -0.36 0.70 -0.43
H 0.35 -0.26 -1.07
H -0.33 -0.63 0.98
H 0.30 0.68 -1.12
H -0.27 0.49 -0.29
H -0.37 0.18 -0.05

Summary:
relative energy (zero: lowest compared OMol25 entry of this formula, charge and spin) = 27.89 kcal per mole
max |F| = 2.19 eV Å⁻¹
charge = 0
E_tot = -8227.5592 eV
SMILES = NCN.NCN

Need the natural (NBO) charges? In units of e they are: number 1, N, carries -0.860; number 2, C, carries -0.055; number 3, N, carries -0.847; number 4, H, carries 0.373; number 5, H, carries 0.373; number 6, H, carries 0.167; number 7, H, carries 0.152; number 8, H, carries 0.349; number 9, H, carries 0.347; number 10, N, carries -0.846; number 11, C, carries -0.070; number 12, N, carries -0.858; number 13, H, carries 0.349; number 14, H, carries 0.359; number 15, H, carries 0.152; number 16, H, carries 0.182; number 17, H, carries 0.361; number 18, H, carries 0.371

***

# 2
Density functional theory data (ωB97M-V/def2-TZVPD) for a 2-piece molecular cluster, C2H12N4 overall.

Atoms and positions in Å:
N -0.151693 -2.149255 -0.880351
C -1.525737 -1.747693 -0.654828
N -1.869587 -1.412649 0.715228
H 0.309818 -1.661306 -1.631324
H 0.449911 -2.170858 -0.072759
H -1.799579 -0.916688 -1.300478
H -2.217202 -2.556657 -0.922882
H -1.101455 -0.850313 1.081095
H -1.744518 -2.255982 1.275599
N 2.132423 1.353091 0.579310
C 1.038578 1.887629 -0.216216
N -0.260091 1.629242 0.397689
H 2.378662 1.965556 1.347376
H 2.933776 1.171810 -0.008559
H 1.163922 2.958577 -0.397221
H 1.058651 1.410565 -1.199528
H -0.122454 0.895579 1.077039
H -0.673426 2.449352 0.810809

Atomic forces in eV per Å
N 0.33 -0.31 -0.39
C -0.72 -0.27 -0.06
N 1.00 -0.25 0.61
H -0.04 0.12 0.05
H -0.17 0.11 0.16
H 0.17 0.25 -0.01
H 0.17 -0.05 -0.08
H -0.37 0.43 -0.14
H -0.43 -0.11 -0.13
N -0.19 -0.31 -0.08
C -0.20 0.20 -0.09
N 0.40 0.03 -0.39
H 0.12 -0.02 -0.14
H 0.16 0.08 0.20
H -0.27 0.12 -0.03
H 0.19 -0.12 0.07
H -0.20 0.14 0.21
H 0.04 -0.04 0.25

Summary:
relative energy (zero: lowest compared OMol25 entry of this formula, charge and spin) = 7.20 kcal per mole
max |F| = 1.19 eV Å⁻¹
charge = 0
E_tot = -8228.4564 eV
SMILES = NCN.NCN

Need the natural (NBO) charges? In units of e they are: number 1, N, carries -0.878; number 2, C, carries -0.050; number 3, N, carries -0.804; number 4, H, carries 0.364; number 5, H, carries 0.362; number 6, H, carries 0.173; number 7, H, carries 0.158; number 8, H, carries 0.332; number 9, H, carries 0.340; number 10, N, carries -0.859; number 11, C, carries -0.049; number 12, N, carries -0.847; number 13, H, carries 0.358; number 14, H, carries 0.363; number 15, H, carries 0.154; number 16, H, carries 0.162; number 17, H, carries 0.356; number 18, H, carries 0.363

***

# 3
Density functional theory data (ωB97M-V/def2-TZVPD) for C2H12N6 as an isolated structure.

Atoms and positions in Å:
C -1.448439 0.124463 1.395242
N -0.901401 -0.571760 0.219600
N -1.637429 -1.710131 -0.220891
C -0.491208 0.304132 -0.914449
N -0.727700 1.565441 -0.823135
H -1.536329 -2.441866 0.477084
H -2.623844 -1.467357 -0.286009
H -0.546491 2.039296 -1.702263
H -0.332915 -0.311855 -1.799604
H -0.818119 0.978425 1.628388
H -2.456421 0.485445 1.194011
H -1.424452 -0.569418 2.237128
N 1.475427 -0.135347 -0.057975
N 2.270324 -0.710331 -1.081209
N 1.939178 1.149061 0.349182
H 0.376377 -0.766229 0.403724
H 3.166404 -0.977395 -0.677680
H 1.223618 1.836902 0.070570
H 2.493458 0.007348 -1.773994
H 1.999962 1.171175 1.362281

Atomic forces in eV per Å
C 0.12 -0.07 -0.19
N 0.14 -0.09 0.18
N -0.03 0.26 0.01
C -0.76 0.41 0.37
N 0.03 -0.82 -0.04
H 0.03 0.12 -0.10
H 0.01 0.00 0.03
H 0.09 -0.08 -0.04
H 0.20 0.15 0.09
H 0.00 0.01 -0.09
H -0.07 -0.01 0.07
H -0.16 0.01 -0.09
N -0.82 -0.19 0.01
N 0.04 -0.09 0.34
N -0.20 -0.62 0.10
H 1.48 1.06 -0.74
H 0.02 -0.02 -0.08
H -0.02 -0.07 0.07
H -0.17 -0.05 0.15
H 0.06 0.08 -0.06

Summary:
relative energy (zero: lowest compared OMol25 entry of this formula, charge and spin) = 90.16 kcal per mole
max |F| = 1.96 eV Å⁻¹
charge = 0
E_tot = -11204.2691 eV

Need the natural (NBO) charges? In units of e they are: number 1, C, carries -0.428; number 2, N, carries -0.349; number 3, N, carries -0.635; number 4, C, carries 0.291; number 5, N, carries -0.790; number 6, H, carries 0.360; number 7, H, carries 0.345; number 8, H, carries 0.358; number 9, H, carries 0.198; number 10, H, carries 0.239; number 11, H, carries 0.203; number 12, H, carries 0.201; number 13, N, carries -0.411; number 14, N, carries -0.670; number 15, N, carries -0.708; number 16, H, carries 0.450; number 17, H, carries 0.330; number 18, H, carries 0.346; number 19, H, carries 0.329; number 20, H, carries 0.341

***

Number 1: frontier orbital gap 10.015 eV. Number 2: frontier orbital gap 9.698 eV. Number 3: frontier orbital gap 8.272 eV.